C33H91N3O14 | wB97M-V/def2-TZVPD

Last column: Löwdin charge in e.
Geometry (Å):
C  1.826  -4.181  2.020  -0.17
O  2.368  -2.920  2.358  -0.15
H  1.353  -4.125  1.024  0.08
H  2.550  -5.007  2.001  0.08
H  1.025  -4.486  2.784  0.09
H  3.337  -2.963  2.198  0.09
C  4.808  3.408  -5.883  -0.08
O  3.516  2.974  -5.452  -0.22
C  2.616  4.003  -5.076  -0.23
C  1.238  3.414  -4.960  -0.19
N  0.762  3.290  -3.586  -0.04
C  1.702  2.618  -2.661  -0.18
C  1.503  3.185  -1.278  -0.24
O  0.341  2.751  -0.633  -0.23
C  0.248  3.093  0.767  -0.06
H  4.647  4.183  -6.674  0.10
H  5.318  2.539  -6.186  0.07
H  5.316  3.827  -5.021  0.08
H  2.709  4.798  -5.806  0.11
H  2.938  4.424  -4.124  0.12
H  1.264  2.425  -5.449  0.11
H  0.465  3.989  -5.518  0.13
H  -0.163  2.926  -3.488  0.07
H  2.663  2.772  -3.108  0.09
H  1.533  1.495  -2.584  0.13
H  1.474  4.299  -1.297  0.14
H  2.425  2.897  -0.682  0.13
H  -0.550  2.488  1.229  0.08
H  -0.007  4.161  1.059  0.12
H  1.139  2.874  1.252  0.04
C  3.089  -2.641  -6.421  -0.09
O  3.741  -1.934  -5.359  -0.22
C  3.031  -0.871  -4.792  -0.24
C  4.010  -0.172  -3.885  -0.22
N  4.375  -0.946  -2.725  -0.05
C  5.416  -0.346  -1.872  -0.19
C  5.708  -1.439  -0.833  -0.22
O  6.092  -2.669  -1.411  -0.19
C  7.469  -2.810  -1.748  -0.09
H  2.249  -3.209  -5.936  0.10
H  3.840  -3.244  -7.009  0.10
H  2.692  -1.875  -7.136  0.09
H  2.199  -1.142  -4.199  0.11
H  2.776  -0.276  -5.634  0.11
H  3.536  0.752  -3.530  0.09
H  4.890  0.062  -4.503  0.12
H  4.727  -1.822  -3.095  0.11
H  5.072  0.528  -1.404  0.09
H  6.364  -0.099  -2.422  0.13
H  4.702  -1.631  -0.455  0.10
H  6.484  -1.048  -0.161  0.12
H  7.604  -3.889  -1.839  0.09
H  8.124  -2.440  -1.019  0.07
H  7.687  -2.417  -2.709  0.07
C  -4.481  -0.974  6.910  -0.12
O  -3.288  -1.494  6.298  -0.24
C  -3.320  -2.948  6.233  -0.19
C  -1.870  -3.482  6.029  -0.20
N  -1.435  -3.778  4.708  -0.08
C  -1.299  -2.674  3.813  -0.20
C  -2.023  -2.981  2.490  -0.19
O  -3.357  -3.467  2.789  -0.19
C  -4.117  -3.352  1.548  -0.07
H  -4.662  0.112  6.700  0.08
H  -4.489  -1.169  8.048  0.10
H  -5.348  -1.643  6.591  0.09
H  -3.945  -3.196  5.377  0.11
H  -3.768  -3.440  7.116  0.12
H  -1.609  -4.361  6.584  0.10
H  -1.223  -2.606  6.457  0.15
H  -1.941  -4.544  4.302  0.11
H  -0.228  -2.454  3.627  0.11
H  -1.730  -1.823  4.283  0.09
H  -1.471  -3.732  1.926  0.12
H  -2.002  -2.022  2.007  0.09
H  -4.239  -2.291  1.315  0.05
H  -5.034  -3.849  1.631  0.08
H  -3.547  -3.810  0.759  0.08
C  -4.563  0.078  2.578  -0.07
C  -3.688  0.608  1.499  -0.27
O  -2.337  0.581  1.984  -0.11
H  -4.602  0.741  3.468  0.09
H  -4.233  -0.959  2.775  0.07
H  -5.582  -0.034  2.307  0.06
H  -4.054  1.554  1.100  0.11
H  -3.659  -0.066  0.657  0.10
H  -2.177  1.214  2.726  0.06
C  -1.035  0.506  -4.855  -0.10
C  -1.491  1.436  -5.903  -0.34
O  -0.793  1.164  -7.118  -0.08
H  0.025  0.563  -4.594  0.05
H  -1.242  -0.544  -5.123  0.09
H  -1.575  0.659  -3.881  0.09
H  -1.359  2.496  -5.676  0.09
H  -2.586  1.222  -6.076  0.13
H  -1.291  1.587  -7.804  0.07
C  2.114  -0.295  0.053  -0.07
C  0.579  -0.443  0.172  -0.24
O  0.182  -0.296  1.568  -0.12
H  2.400  0.704  0.320  0.05
H  2.314  -0.292  -1.025  0.06
H  2.619  -1.138  0.569  0.06
H  0.280  -1.395  -0.220  0.10
H  0.191  0.406  -0.452  0.11
H  -0.748  -0.003  1.608  0.03
C  -5.166  -3.578  -2.153  -0.09
C  -4.908  -2.196  -1.678  -0.33
O  -5.898  -1.870  -0.702  -0.09
H  -4.925  -4.295  -1.375  0.06
H  -4.489  -3.844  -3.030  0.10
H  -6.195  -3.655  -2.508  0.08
H  -4.971  -1.451  -2.458  0.11
H  -3.970  -2.186  -1.140  0.09
H  -5.856  -0.968  -0.406  0.06
C  2.115  0.181  5.219  -0.07
C  2.123  1.537  4.496  -0.29
O  1.197  1.560  3.401  -0.15
H  1.038  -0.240  5.243  0.09
H  2.405  0.237  6.281  0.07
H  2.728  -0.558  4.667  0.07
H  3.125  1.830  4.126  0.11
H  1.852  2.318  5.122  0.08
H  1.229  0.647  2.928  0.11
C  -3.263  4.280  -0.553  -0.08
C  -2.594  3.956  -1.916  -0.32
O  -2.171  2.608  -1.995  -0.11
H  -3.463  5.345  -0.482  0.07
H  -2.613  3.971  0.254  0.05
H  -4.218  3.762  -0.558  0.06
H  -1.762  4.711  -2.029  0.12
H  -3.268  4.111  -2.768  0.11
H  -1.254  2.626  -1.611  0.05
C  -2.113  2.395  6.414  -0.08
C  -1.858  1.433  5.285  -0.33
O  -1.475  2.126  4.124  -0.09
H  -2.506  1.956  7.365  0.08
H  -2.750  3.206  6.087  0.07
H  -1.108  2.869  6.637  0.09
H  -2.762  0.930  4.925  0.09
H  -1.175  0.630  5.617  0.11
H  -0.582  1.970  3.845  0.03

Forces on the atoms, in the same order (eV/Å):
C -1.5 -0.9 0.4
O 1.4 -0.1 0.1
H 0.1 -0.1 0.3
H 0.1 0.3 0.1
H 1.1 0.6 -1.0
H -1.1 0.1 0.2
C -2.1 1.4 0.6
O 0.1 -0.6 -0.2
C 0.9 0.0 -0.1
C -1.6 -0.8 -0.4
N 1.2 0.3 0.6
C -2.5 -0.8 -0.5
C 2.3 1.2 1.1
O -0.9 -0.1 0.5
C -2.0 0.8 -0.4
H 0.6 -0.6 0.4
H 0.6 -0.9 -0.7
H 0.4 0.4 0.1
H -0.3 0.3 -0.3
H 0.0 0.3 0.3
H 0.2 0.2 -0.1
H 0.6 -0.1 0.3
H -0.6 -0.2 -0.3
H 0.8 0.0 0.6
H 0.2 1.0 -0.2
H 0.2 -0.5 -0.3
H -0.9 0.2 -0.2
H 0.3 0.0 -0.5
H 0.3 -0.8 -1.1
H 1.8 -0.6 0.9
C -0.2 0.9 0.3
O 0.9 -1.8 -0.4
C 1.6 0.0 -0.1
C 0.0 1.1 -0.1
N 0.2 0.0 -0.2
C 0.9 -2.4 -1.6
C -0.2 0.8 -0.8
O 0.5 0.1 0.1
C -1.7 -1.6 -0.5
H 0.7 0.1 -1.0
H -0.8 0.4 1.1
H -0.1 -0.6 0.4
H -1.3 -0.7 0.4
H -0.8 1.3 -0.4
H 0.3 0.0 -0.3
H 0.0 0.3 0.0
H 0.1 -0.2 0.4
H -0.6 1.2 0.7
H -0.6 0.0 0.1
H 0.4 0.0 0.9
H -0.4 -0.4 0.4
H 0.2 0.0 0.1
H 0.9 0.7 1.2
H 0.3 0.8 -0.9
C -0.8 -1.7 1.0
O -0.6 -0.2 0.9
C 0.4 0.1 -0.3
C 0.7 2.3 0.9
N 0.6 -0.7 0.0
C 0.2 -0.8 -1.0
C 0.2 0.1 1.9
O 0.3 0.7 -1.6
C 1.8 0.8 1.1
H 0.4 -1.1 0.0
H 0.4 0.6 -1.4
H 0.7 1.3 -0.1
H -0.1 -0.2 -0.2
H 0.1 0.6 0.0
H -0.5 -0.4 0.9
H -0.8 -1.6 -0.7
H -0.2 -0.1 0.0
H -0.4 0.0 -0.2
H -0.5 1.1 0.1
H 0.0 -0.1 -0.2
H -0.5 0.4 -0.9
H -0.2 -0.2 -0.1
H -1.4 -0.6 0.4
H 0.3 -0.3 -0.6
C 0.0 -0.6 0.9
C 0.6 -0.1 0.2
O -0.1 0.9 -0.2
H 0.5 -0.6 -0.3
H 0.0 0.7 0.7
H -1.2 0.1 -0.7
H 0.5 0.4 0.2
H -0.1 -0.4 -0.4
H -0.3 -0.2 -0.3
C 0.0 -1.1 2.2
C -1.4 0.0 -1.1
O 0.4 -0.4 0.4
H 0.1 0.2 -0.3
H 0.1 0.4 -0.2
H 0.3 0.1 -0.9
H -0.1 0.0 0.4
H 0.8 0.5 0.2
H -0.2 0.3 -0.7
C -1.2 -0.9 -0.6
C 0.9 1.9 0.7
O 0.4 -0.2 -1.0
H 0.4 0.4 0.9
H 0.3 -0.6 0.0
H 0.0 0.9 -0.2
H -0.4 -0.6 -0.2
H -0.3 -0.9 0.6
H 0.1 -0.1 -0.1
C 0.7 -0.7 -1.7
C -0.2 0.7 1.0
O -0.9 -0.9 0.1
H -0.4 -0.2 0.1
H -0.8 0.5 1.0
H 0.0 -0.3 0.2
H 0.4 0.1 -0.4
H 0.8 0.3 -0.3
H 0.3 0.6 -0.1
C -1.4 -0.6 -0.2
C 0.6 -1.4 -1.2
O 0.4 -2.0 -0.6
H 1.6 0.7 -0.2
H 0.3 0.1 -0.5
H -0.3 0.3 0.5
H -0.2 -0.5 0.1
H -0.8 1.4 1.4
H -0.4 2.0 0.6
C -0.1 -0.3 -1.6
C 0.2 1.3 0.4
O 1.5 0.4 0.3
H 0.0 0.2 0.1
H 0.0 -0.2 0.3
H -0.1 -0.2 0.5
H -0.4 -1.0 -0.2
H -0.1 0.1 0.3
H -0.9 -0.4 -0.1
C 1.4 0.5 0.9
C -0.9 -1.2 0.1
O -0.6 0.8 -0.5
H 0.3 0.1 -0.9
H -0.3 0.1 0.0
H -1.1 -0.4 0.0
H -0.2 -0.3 0.8
H 0.0 0.4 -0.4
H 1.6 -0.3 0.0

Its SMILES is COCCNCCOC.COCCNCCOC.COCCNCCOC.CCO.CCO.CCO.CCO.CCO.CCO.CCO.CO. The value obtained for the maximum force is 3.01 eV Å⁻¹. The HOMO-LUMO gap comes out at 8.671 eV. As for the total charge: 0. Its energy relative to the best compared isomer or geometry (same formula, charge and spin) is 4.747 eV. For the lowest unoccupied orbital energy, the calculation gives 0.70 eV.